DFT (ωB97M-V/def2-TZVPD) results for C60H126N2O12 as an isolated structure in a non-equilibrium geometry.

Cartesian coordinates (Å):
1 C 9.30 19.15 -9.17
2 C 10.24 18.38 -8.31
3 C 9.71 17.06 -8.56
4 O 9.36 17.03 -9.94
5 C 9.19 18.40 -10.46
6 H 9.65 20.17 -9.30
7 H 8.28 19.13 -8.78
8 H 10.26 18.63 -7.25
9 H 11.24 18.46 -8.74
10 H 8.82 16.87 -7.95
11 H 10.43 16.35 -8.13
12 H 8.21 18.52 -10.93
13 H 9.95 18.66 -11.20
14 C 16.95 20.31 -5.79
15 C 16.11 19.21 -5.13
16 C 14.73 19.63 -5.71
17 O 14.70 21.10 -5.80
18 C 16.04 21.55 -5.94
19 H 17.49 20.12 -6.72
20 H 17.80 20.59 -5.17
21 H 15.97 19.26 -4.05
22 H 16.36 18.17 -5.32
23 H 13.93 19.22 -5.09
24 H 14.66 19.24 -6.72
25 H 16.21 22.27 -5.15
26 H 16.21 21.89 -6.96
27 C 12.49 19.66 -4.94
28 C 12.71 18.48 -4.03
29 C 11.32 17.88 -3.90
30 O 10.46 18.59 -4.79
31 C 10.98 19.85 -4.96
32 H 12.95 19.43 -5.91
33 H 12.94 20.62 -4.67
34 H 13.15 18.66 -3.05
35 H 13.50 17.88 -4.48
36 H 10.89 18.04 -2.92
37 H 11.40 16.82 -4.13
38 H 10.60 20.47 -4.16
39 H 10.49 20.32 -5.82
40 C 18.24 17.74 -8.38
41 C 17.35 17.65 -7.15
42 C 18.19 18.14 -5.97
43 O 19.52 18.34 -6.48
44 C 19.66 17.76 -7.78
45 H 17.97 18.71 -8.79
46 H 18.16 17.01 -9.18
47 H 17.11 16.64 -6.83
48 H 16.41 18.17 -7.33
49 H 17.99 17.46 -5.15
50 H 17.86 19.15 -5.73
51 H 19.98 16.72 -7.75
52 H 20.44 18.21 -8.39
53 C 15.47 16.95 -10.79
54 C 15.23 15.51 -11.20
55 C 16.59 14.99 -11.49
56 O 17.51 15.96 -10.93
57 C 16.88 16.98 -10.23
58 H 14.83 17.44 -10.06
59 H 15.42 17.61 -11.65
60 H 14.53 15.29 -12.01
61 H 14.75 14.98 -10.38
62 H 16.66 14.77 -12.56
63 H 16.63 14.07 -10.90
64 H 17.39 17.89 -10.54
65 H 16.94 16.90 -9.15
66 C 10.82 22.17 -6.82
67 C 12.19 21.59 -7.14
68 C 11.83 20.26 -7.70
69 O 10.64 20.53 -8.47
70 C 9.86 21.42 -7.74
71 H 10.88 23.26 -6.94
72 H 10.48 21.95 -5.81
73 H 12.75 21.44 -6.22
74 H 12.68 22.14 -7.94
75 H 11.68 19.40 -7.05
76 H 12.64 20.00 -8.38
77 H 9.07 20.87 -7.23
78 H 9.30 22.20 -8.26
79 C 12.17 15.66 -10.90
80 C 11.18 14.91 -10.11
81 C 10.28 14.52 -11.32
82 O 11.19 14.13 -12.32
83 C 12.47 14.76 -12.08
84 H 13.14 15.82 -10.43
85 H 11.88 16.63 -11.31
86 H 10.41 15.41 -9.52
87 H 11.67 14.08 -9.59
88 H 9.76 15.39 -11.72
89 H 9.77 13.58 -11.09
90 H 12.67 15.44 -12.90
91 H 13.29 14.08 -11.83
92 C 17.44 14.27 -7.55
93 C 17.63 12.82 -7.86
94 C 18.54 12.98 -9.12
95 O 18.04 14.05 -9.81
96 C 17.47 14.98 -8.91
97 H 18.18 14.63 -6.84
98 H 16.47 14.45 -7.09
99 H 16.77 12.36 -8.34
100 H 18.10 12.22 -7.08
101 H 18.62 12.16 -9.83
102 H 19.50 13.27 -8.70
103 H 16.45 15.20 -9.23
104 H 18.06 15.89 -8.80
105 C 16.92 19.86 -11.19
106 C 15.62 20.37 -10.48
107 C 15.85 21.13 -9.31
108 O 17.24 21.43 -9.42
109 C 17.95 20.42 -10.18
110 H 17.00 20.44 -12.11
111 H 17.00 18.79 -11.34
112 H 15.12 19.52 -10.03
113 H 14.92 20.84 -11.18
114 H 15.77 20.64 -8.34
115 H 15.14 21.96 -9.30
116 H 18.35 19.67 -9.50
117 H 18.86 20.82 -10.63
118 C 15.07 13.19 -9.68
119 C 14.06 12.82 -8.64
120 C 13.70 11.42 -9.00
121 O 14.69 10.94 -9.88
122 C 15.76 11.85 -9.84
123 H 15.78 13.93 -9.31
124 H 14.66 13.48 -10.65
125 H 13.32 13.61 -8.79
126 H 14.50 12.80 -7.65
127 H 12.78 11.48 -9.58
128 H 13.44 10.83 -8.12
129 H 16.18 11.68 -10.84
130 H 16.52 11.53 -9.12
131 C 12.31 15.56 -2.13
132 C 11.30 15.16 -3.22
133 C 12.12 15.27 -4.46
134 O 13.06 16.34 -4.19
135 C 13.32 16.43 -2.80
136 H 12.85 14.71 -1.71
137 H 11.79 15.87 -1.23
138 H 10.52 15.93 -3.18
139 H 10.83 14.20 -3.05
140 H 11.60 15.34 -5.41
141 H 12.59 14.29 -4.57
142 H 13.02 17.43 -2.47
143 H 14.36 16.16 -2.61
144 C 11.18 12.62 -6.60
145 C 10.29 13.82 -6.79
146 C 10.73 14.31 -8.18
147 O 12.05 13.92 -8.24
148 C 12.46 13.13 -7.12
149 H 10.78 11.72 -7.07
150 H 11.32 12.42 -5.54
151 H 10.50 14.55 -6.01
152 H 9.23 13.57 -6.69
153 H 10.48 15.37 -8.18
154 H 10.15 13.70 -8.87
155 H 12.97 13.81 -6.44
156 H 13.08 12.29 -7.44
157 C 11.63 16.30 -6.74
158 C 12.28 16.69 -8.07
159 N 13.74 16.93 -8.05
160 C 14.15 18.33 -7.84
161 C 14.02 19.17 -9.07
162 C 14.63 16.04 -7.30
163 C 14.48 14.61 -7.81
164 H 10.54 16.28 -6.85
165 H 11.80 17.12 -6.04
166 H 12.01 15.43 -6.21
167 H 12.05 15.83 -8.70
168 H 11.79 17.54 -8.55
169 H 13.61 18.83 -7.03
170 H 15.21 18.43 -7.61
171 H 14.39 20.18 -8.92
172 H 14.71 18.83 -9.84
173 H 12.98 19.03 -9.37
174 H 14.28 15.98 -6.27
175 H 15.67 16.38 -7.32
176 H 13.62 14.04 -7.46
177 H 15.32 14.02 -7.44
178 H 14.51 14.60 -8.90
179 C 12.41 11.95 -5.00
180 C 13.51 11.88 -3.95
181 N 14.70 12.64 -4.35
182 C 15.44 11.88 -5.37
183 C 16.39 12.79 -6.22
184 C 15.57 13.00 -3.23
185 C 14.96 14.00 -2.19
186 H 12.71 11.51 -5.95
187 H 12.10 12.99 -5.06
188 H 11.51 11.36 -4.81
189 H 13.16 12.20 -2.97
190 H 13.76 10.91 -3.53
191 H 14.70 11.50 -6.08
192 H 15.93 11.10 -4.79
193 H 15.78 13.55 -6.72
194 H 16.82 12.23 -7.04
195 H 17.25 13.25 -5.74
196 H 16.06 12.20 -2.67
197 H 16.43 13.48 -3.69
198 H 14.52 14.87 -2.68
199 H 14.34 13.39 -1.53
200 H 15.67 14.26 -1.41

Results
DFT total energy: -91739.86661 eV
Energy relative to the best compared isomer or geometry (same formula, charge and spin): 1564.1 kcal/mol
LUMO level: 0.374 eV
Kohn-Sham gap: 8.11 eV

Atom charges from the Mulliken analysis, given in e for atoms 1 to 5: C -1.27; C 1.69; C 0.02; O -0.51; C -0.98